1.
Here is a molecular structure, C19H18F3NaOS in a non-equilibrium geometry from the Open Molecules 2025 dataset. Energies are from wB97M-V/def2-TZVPD.

Cartesian coordinates (Å):
C  -1.7576  -0.9370  2.7373
C  -0.9934  0.3815  2.7048
C  -1.0060  1.0010  4.0922
C  0.4440  0.3021  2.1948
C  1.0345  1.4662  1.7337
C  2.3545  1.4733  1.2892
C  3.1167  0.2939  1.3883
C  2.5256  -0.8765  1.8655
C  1.1864  -0.8760  2.2659
O  -1.6765  1.3375  1.8572
S  -1.8226  0.8730  0.2333
C  -1.5478  2.4558  -0.5480
F  -2.1686  2.4761  -1.7679
F  -2.0292  3.4665  0.1936
F  -0.2221  2.6781  -0.7595
H  -1.3446  -1.5951  3.5057
H  -2.8030  -0.7455  2.9952
H  -1.7255  -1.4666  1.7844
H  -0.4689  0.3512  4.7852
H  -0.5196  1.9775  4.0881
H  -2.0287  1.1222  4.4539
H  0.4683  2.3960  1.7346
H  2.7616  2.3718  0.8407
H  4.1388  0.2752  0.9964
H  3.0940  -1.8092  1.9042
H  0.7245  -1.7753  2.6536
C  -0.9310  -1.7185  -4.4587
Na  -1.3456  0.8462  -5.4100
C  -2.0425  -1.4664  -3.6653
C  -1.6457  -1.9165  -2.3496
C  -0.2583  -1.7829  -2.2312
C  0.2386  -1.3872  -3.6035
C  1.2722  -0.4402  -3.7112
C  2.0490  -0.0996  -2.5650
C  1.5333  -0.5132  -1.3278
C  0.6018  -1.5227  -1.1628
H  -0.9132  -2.1038  -5.5041
H  -2.7931  -0.6460  -3.7676
H  -2.2773  -2.3258  -1.5729
H  1.3025  0.2915  -4.5890
H  3.0152  0.4459  -2.6497
H  1.9050  -0.0826  -0.3613
H  0.5542  -2.1955  -0.2930

Computed properties:
ΔE to the lowest compared entry with this formula, charge and spin: 0.0 kJ/mol
LUMO: -0.0458 Eh
gap between HOMO and LUMO: 4.20 eV
highest occupied orbital energy: -0.20012 Ha
total charge: 0

Atomic partial charges in e from the Löwdin method, atoms 1 to 4:
1. C -0.04
2. C -0.59
3. C -0.01
4. C -0.20

---

2.
Here is a single C19H18FNO3 molecule from the Open Molecules 2025 dataset. Energies are from wB97M-V/def2-TZVPD.

Cartesian coordinates (Å):
C  -4.4912  -0.0549  1.0373
O  -3.8802  -0.0779  -0.2348
C  -2.6557  -0.6364  -0.3953
C  -2.1776  -0.6638  -1.7086
C  -0.9549  -1.2124  -2.0224
C  -0.1563  -1.7748  -1.0337
C  1.1895  -2.3605  -1.3611
O  2.2108  -1.3676  -1.2199
C  2.8537  -1.2972  -0.0503
O  2.6734  -2.0534  0.8673
C  3.8229  -0.1392  -0.0580
C  3.4558  0.8355  1.0741
C  1.9845  1.0978  1.1232
C  1.1553  0.7976  2.1634
N  -0.1283  1.1676  1.8715
C  -0.1592  1.7013  0.6167
C  -1.2207  2.2114  -0.1189
C  -0.9538  2.6800  -1.3861
C  0.3422  2.6577  -1.9070
C  1.4018  2.1709  -1.1761
C  1.1625  1.6757  0.1056
C  -0.6001  -1.7389  0.2776
C  -1.8249  -1.1770  0.5846
F  -2.1776  -1.1614  1.9013
H  -4.6056  -1.0599  1.4509
H  -5.4754  0.3825  0.8758
H  -3.9346  0.5655  1.7451
H  -2.8062  -0.2323  -2.4705
H  -0.6165  -1.2091  -3.0467
H  1.2336  -2.6824  -2.4035
H  1.4212  -3.1968  -0.6929
H  4.8341  -0.5190  0.0966
H  3.7630  0.3474  -1.0297
H  4.0048  1.7690  0.9257
H  3.7586  0.4036  2.0292
H  1.3942  0.3414  3.1049
H  -0.9214  1.0240  2.4727
H  -2.2206  2.2422  0.2881
H  -1.7581  3.0766  -1.9877
H  0.5107  3.0393  -2.9035
H  2.3998  2.1776  -1.5877
H  0.0041  -2.1377  1.0781

Computed properties:
ΔE to the lowest compared entry with this formula, charge and spin: 0.0 kJ/mol
SMILES string: COc1ccc(COC(=O)CCc2c[nH]c3ccccc23)cc1F
LUMO: 0.0294 Eh
gap between HOMO and LUMO: 8.61 eV
highest occupied orbital energy: -0.28685 Ha
total charge: 0

Atomic partial charges in e from the Löwdin method, atoms 1 to 4:
1. C -0.07
2. O -0.07
3. C -0.23
4. C 0.01

---

3.
Here is 2 unconnected molecules or ions with the total composition C19H18FNO7 in a non-equilibrium geometry from the Open Molecules 2025 dataset. Energies are from wB97M-V/def2-TZVPD.

Cartesian coordinates (Å):
C  -4.4417  -0.9979  -1.0758
O  -3.7650  0.0490  -0.4420
C  -3.7334  -0.0852  0.9210
C  -3.2013  0.9912  1.6154
H  -3.3896  0.7795  2.5703
H  -3.7405  1.8663  1.3067
O  -1.9508  0.8940  1.5640
C  -1.3430  2.1349  0.6963
O  -1.9996  3.1744  0.5448
C  0.0993  1.8553  0.4593
C  0.7254  3.1025  -0.1054
N  0.1780  4.2074  -0.5072
H  0.9023  4.6345  -0.9092
H  -0.6658  4.3543  -0.1075
O  2.0720  2.7638  -0.6140
C  2.6669  1.5849  -0.0656
C  2.1543  0.4011  0.4338
O  2.7320  -0.6287  0.7704
C  4.1776  -0.5839  0.3230
C  4.7466  0.3466  -0.0757
C  4.1279  1.5783  -0.6199
O  4.6522  2.6103  -0.8767
H  5.8146  0.2820  -0.3662
C  4.5642  -1.9856  0.9775
O  3.7044  -2.9069  0.4123
H  2.9703  -2.8184  1.0985
H  5.5017  -2.4717  0.1836
H  5.0000  -1.7952  1.8203
C  0.5702  0.4961  0.8146
C  0.0278  -0.5771  -0.0825
C  -0.5658  -0.1391  -1.4353
C  -1.1798  -1.2734  -2.2798
C  -1.1241  -2.5184  -1.6858
C  -0.6051  -3.0016  -0.5084
C  -0.0507  -1.9278  0.2677
F  0.5955  -1.9851  1.4887
H  -0.5389  -3.8792  -0.2842
H  -1.6019  -3.3176  -2.0397
H  -1.6089  -0.9563  -3.0891
H  -0.6980  0.8991  -1.6400
H  0.6018  0.1596  1.9132
H  -5.0541  -0.2439  1.5715
H  -3.4040  -1.1237  1.1998
H  -5.5824  -1.3083  -0.8288
H  -4.0327  -1.8670  -1.0930
H  -4.3080  -0.7736  -2.2209

Computed properties:
LUMO: 0.0143 Eh
gap between HOMO and LUMO: 8.96 eV
highest occupied orbital energy: -0.31505 Ha
total charge: 0

Atomic partial charges in e from the Löwdin method, atoms 1 to 4:
1. C -0.13
2. O -0.13
3. C -0.27
4. C -0.43

---

4.
Here is a single C19H18N2O3S molecule in a non-equilibrium geometry from the Open Molecules 2025 dataset. Energies are from wB97M-V/def2-TZVPD.

Cartesian coordinates (Å):
C  1.4124  3.6024  -1.1848
H  2.3854  3.4410  -1.6432
H  0.6557  3.0975  -1.7822
H  1.1998  4.6677  -1.1847
C  1.4063  3.0787  0.2460
N  1.7380  1.6602  0.2775
C  2.8792  1.2728  0.9199
O  3.6015  2.0693  1.4865
C  3.1856  -0.1875  0.9424
C  3.3085  -0.9360  -0.2202
C  3.6781  -2.2650  -0.1889
C  3.9263  -2.8735  1.0294
C  3.8174  -2.1394  2.2004
C  3.4618  -0.8023  2.1591
H  3.3939  -0.2198  3.0653
H  4.0199  -2.6089  3.1511
H  4.2130  -3.9136  1.0640
H  3.7657  -2.7983  -1.1240
S  2.9733  -0.1284  -1.8137
O  3.0907  -1.1619  -2.8390
C  1.2214  -0.1015  -1.3231
C  0.3238  -0.9401  -1.9512
C  -1.0088  -0.9291  -1.5824
C  -1.4332  -0.0675  -0.5743
C  -0.5229  0.7875  0.0367
C  0.8195  0.7776  -0.3219
H  -0.8887  1.4545  0.8021
C  -2.8626  0.0393  -0.1310
O  -3.3220  1.0933  0.2626
N  -3.5508  -1.1235  -0.2040
C  -4.9270  -1.3290  0.1499
C  -5.5587  -0.6211  1.3119
C  -5.9652  -0.2749  -0.0905
H  -6.9317  -0.5909  -0.4516
H  -5.6302  0.6741  -0.4746
H  -6.2395  -1.1799  1.9353
H  -4.9594  0.1033  1.8379
H  -5.2094  -2.3602  -0.0225
H  -3.0441  -1.9506  -0.4740
H  -1.7099  -1.5619  -2.1060
H  0.6924  -1.5836  -2.7365
H  2.1665  3.5864  0.8428
H  0.4279  3.2429  0.7033

Computed properties:
ΔE to the lowest compared entry with this formula, charge and spin: 148.0 kJ/mol
LUMO: 0.0079 Eh
gap between HOMO and LUMO: 9.37 eV
highest occupied orbital energy: -0.33634 Ha
total charge: 0

Atomic partial charges in e from the Löwdin method, atoms 1 to 4:
1. C -0.06
2. H 0.08
3. H 0.07
4. H 0.08

---

5.
Here is a single C19H18N2O4 molecule in a non-equilibrium geometry from the Open Molecules 2025 dataset. Energies are from wB97M-V/def2-TZVPD.

Cartesian coordinates (Å):
O  -0.1919  4.2962  1.4562
C  -0.5364  3.2169  1.9718
C  -1.7276  3.3860  3.0639
C  -2.6056  2.1027  3.2937
O  -3.7169  1.9861  2.4044
C  -3.4977  1.7396  1.0759
C  -4.0685  2.5543  0.0830
C  -3.6420  2.5103  -1.2414
C  -2.7962  1.5193  -1.6177
C  -2.2881  0.6891  -0.6536
C  -2.5793  0.8039  0.6734
C  0.3491  1.9875  1.8762
N  0.5589  1.2727  3.0298
N  1.2348  0.1176  2.6838
C  1.4914  0.2964  1.4391
C  2.3679  -0.6220  0.6775
O  1.6720  -1.9031  0.4374
C  1.1494  -2.1431  -0.8429
C  2.1630  -2.8541  -1.6649
C  2.5299  -2.2754  -2.9099
C  3.3159  -2.9249  -3.8556
C  3.8793  -4.1615  -3.4503
C  3.4585  -4.8312  -2.2271
C  2.7745  -3.9805  -1.2744
O  0.8062  1.3683  0.7897
H  -1.2781  3.6250  4.0150
H  -2.4058  4.1765  2.7716
H  -1.9274  1.2697  3.3917
H  -3.1301  2.3140  4.1976
H  -4.8094  3.2883  0.4246
H  -4.0509  3.1405  -1.9828
H  -2.5495  1.4249  -2.6222
H  -1.4715  -0.0370  -1.0055
H  -1.9002  0.2652  1.3461
H  3.3331  -0.7268  1.1036
H  2.4256  -0.2561  -0.2470
H  0.7513  -1.2670  -1.4385
H  0.3519  -2.7979  -0.8434
H  2.0913  -1.3283  -3.2389
H  3.6263  -2.3574  -4.8411
H  4.6000  -4.6797  -4.0440
H  3.6979  -5.8723  -1.9384
H  2.5451  -4.3329  -0.2663

Computed properties:
ΔE to the lowest compared entry with this formula, charge and spin: 646.3 kJ/mol
SMILES string: O=C(CCOc1ccccc1)c1nnc(COCc2ccccc2)o1
LUMO: -0.0141 Eh
gap between HOMO and LUMO: 8.56 eV
highest occupied orbital energy: -0.32878 Ha
total charge: 0

Atomic partial charges in e from the Löwdin method, atoms 1 to 4:
1. O 0.08
2. C -0.22
3. C -0.04
4. C -0.17